DFT (ωB97M-V/def2-TZVPD) results for one molecule with the formula C20H29N3O4S.

XYZ file:
```
57
Properties=species:S:1:pos:R:3:forces:R:3:mulliken_charge:R:1
C -5.87139 -2.42704 -1.00659 -0.2 0.0 -0.1 -0.994
O -4.51778 -2.41474 -0.62933 0.4 0.2 0.2 -0.433
C -4.03656 -1.33320 0.06464 0.0 -0.1 -0.1 1.313
C -4.84397 -0.28648 0.49634 -0.1 -0.1 -0.1 -0.562
C -4.32975 0.79109 1.19299 0.1 0.0 0.0 -0.881
C -2.98049 0.84510 1.50502 0.0 -0.1 0.1 0.002
C -2.17696 -0.20637 1.10101 -0.2 -0.2 0.0 -0.195
C -2.66688 -1.28117 0.36775 0.0 0.1 0.1 0.286
O -1.69771 -2.18652 0.00921 -0.2 0.3 0.3 -0.649
C -1.97914 -3.25663 -0.86877 0.0 -0.5 -0.4 -0.929
H -2.69723 -3.95366 -0.43599 0.1 0.1 0.0 0.299
H -2.35476 -2.89584 -1.82847 0.0 0.0 0.1 0.325
H -1.02374 -3.76154 -1.01446 -0.1 0.0 0.0 0.301
H -1.12670 -0.20888 1.35125 0.1 0.0 0.0 0.455
C -2.37521 2.04089 2.18199 -0.1 0.2 -0.2 -1.173
H -1.34305 1.82462 2.45917 0.0 0.0 0.1 0.316
H -2.93144 2.29389 3.08648 0.0 0.0 0.1 0.456
C -2.40100 3.26101 1.24810 0.1 0.1 0.3 -0.858
N -1.78880 3.00103 -0.03476 -0.4 -0.3 0.2 -0.079
C -0.61106 3.54966 -0.39814 -0.1 0.0 -0.6 0.569
O 0.04911 4.25801 0.33044 0.3 0.3 0.2 -0.671
C -0.20589 3.25641 -1.84372 0.1 0.0 0.2 -0.997
C 0.45180 1.89049 -2.03918 0.3 0.2 -0.1 0.403
C -0.47215 0.73174 -1.69876 0.2 0.1 -0.1 -0.181
O -1.62378 0.65935 -2.06663 -0.2 0.0 -0.1 -0.649
N 0.16237 -0.20105 -0.95560 -0.4 -0.5 -0.1 0.190
C 1.41316 0.06983 -0.45207 0.6 0.6 0.0 0.405
N 2.00113 -0.70826 0.32929 -0.6 -0.5 0.0 -0.460
C 3.31184 -0.41559 0.82696 0.3 0.1 -0.2 -1.011
C 4.36621 -1.15403 -0.00257 0.1 0.4 0.2 -0.452
H 4.20081 -2.22880 0.09220 0.0 -0.1 -0.1 0.288
H 4.21654 -0.88291 -1.05063 0.0 -0.1 -0.1 0.286
C 5.80306 -0.81021 0.39884 0.0 -0.3 -0.1 0.769
C 6.13007 -1.29392 1.80940 -0.1 0.3 -0.2 -1.475
H 5.96198 -2.36578 1.89066 0.0 -0.2 0.0 0.310
H 5.51565 -0.78934 2.54987 0.0 0.0 0.2 0.362
H 7.17317 -1.09234 2.04301 0.1 0.0 0.1 0.428
C 6.77580 -1.42981 -0.60341 -0.1 0.3 0.1 -1.609
H 6.68103 -2.51372 -0.60198 0.0 -0.2 0.0 0.332
H 7.80157 -1.17504 -0.34724 0.1 0.0 0.0 0.438
H 6.57483 -1.06868 -1.60939 0.0 0.0 -0.1 0.382
H 5.91791 0.27909 0.36650 0.0 0.0 0.0 0.237
H 3.33642 -0.75760 1.86336 0.1 0.2 0.0 0.308
H 3.51343 0.66628 0.79210 0.1 0.0 0.2 0.376
S 1.97252 1.66074 -1.06524 -0.1 -0.2 0.1 -0.235
H -0.32778 -1.03755 -0.63069 0.0 0.1 -0.1 0.405
H 0.73539 1.79143 -3.09400 -0.2 0.0 0.1 0.468
H 0.49753 4.03362 -2.14728 -0.1 0.0 0.0 0.404
H -1.09005 3.29753 -2.48382 0.1 0.0 0.0 0.377
H -2.25812 2.35169 -0.64891 0.1 0.1 -0.2 0.303
H -3.43613 3.57334 1.07844 0.1 0.0 0.1 0.405
H -1.84423 4.08544 1.69935 -0.2 0.0 0.0 0.457
H -4.99156 1.58843 1.49606 -0.1 0.1 0.0 0.431
H -5.89969 -0.30209 0.27925 -0.1 -0.1 0.0 0.400
H -6.53473 -2.44848 -0.13565 0.0 0.0 0.0 0.360
H -6.00333 -3.34462 -1.57861 -0.1 0.1 0.0 0.257
H -6.12227 -1.56878 -1.63779 0.0 0.0 0.0 0.388
```
Positions in Å, forces in eV/Å.

Values from the calculation:
charge	0
HOMO energy	-8.2	eV
LUMO level	0.6229	eV
SMILES	COc1ccc(CCNC(=O)C[C@H]2S/C(=N\CCC(C)C)NC2=O)cc1OC


DFT (ωB97M-V/def2-TZVPD) results for C20H30Ag2NO13 as an isolated structure at a distorted geometry.

XYZ file:
```
66
Properties=species:S:1:pos:R:3:forces:R:3:mulliken_charge:R:1
Ag -1.35165 -23.79430 33.33153 0.6 -0.1 0.5 0.994
Ag -4.46725 -22.63058 29.73440 -0.3 0.3 -0.7 0.995
N 0.29909 -22.47071 28.99750 1.6 0.2 -0.9 1.328
O -0.80984 -22.12783 28.80329 -4.9 1.3 -1.4 -0.465
O 1.14719 -22.54466 28.20116 2.2 -0.4 -2.5 -0.477
O 0.50110 -22.68911 30.15034 1.0 -1.2 4.9 -0.386
O -3.67996 -24.35286 25.80451 1.2 -1.4 -3.5 -0.690
C -3.27076 -24.78627 24.67949 -0.5 1.8 4.4 0.588
O -4.04736 -24.92273 23.64553 -1.8 0.1 -0.4 -0.294
C -3.36795 -25.37818 22.45714 1.8 0.7 1.2 -0.350
C -2.10773 -25.98884 23.08544 0.7 -1.7 -0.4 -0.637
C -1.84234 -25.16621 24.35234 -0.9 0.5 -1.0 -0.302
H -2.99964 -24.48202 21.95782 -0.6 0.1 -0.5 0.259
H -3.98167 -26.00721 21.81234 0.0 0.1 0.4 0.328
H -1.30376 -26.00451 22.34959 0.2 0.2 0.2 0.342
H -2.26532 -27.03503 23.34767 -0.2 -0.1 0.0 0.297
H -1.34809 -24.25759 24.00848 0.1 0.3 0.4 0.184
H -1.34303 -25.54631 25.24359 0.0 -0.4 -0.5 0.278
O 3.80586 -26.23721 24.32960 -0.2 1.8 0.1 -0.134
C 3.97126 -25.00751 24.15667 -1.2 0.6 -3.4 0.611
O 3.19616 -24.23209 23.33726 1.4 -3.2 1.5 -0.253
C 3.79436 -22.93724 23.19899 1.7 2.0 1.6 -0.343
C 5.28216 -23.07321 23.62919 0.1 -1.0 -0.3 -0.626
C 5.22006 -24.30506 24.61458 -0.1 0.5 -0.1 -0.338
H 3.24227 -22.34984 23.93264 0.0 0.4 -0.3 0.301
H 3.79025 -22.47135 22.21358 -0.8 -0.8 -0.2 0.353
H 5.83228 -22.21219 24.00880 -0.9 0.2 1.0 0.393
H 5.93673 -23.16916 22.76291 -0.3 -1.2 -0.3 0.337
H 4.90533 -23.98840 25.60894 0.3 0.2 0.4 0.293
H 6.02004 -25.04005 24.70357 0.3 0.4 -0.1 0.405
O 1.38676 -21.70053 35.37897 -1.1 -0.1 -0.6 -0.664
C 2.19907 -21.47597 36.22963 1.2 0.1 0.0 0.480
O 3.45797 -21.92081 36.08604 0.2 -0.1 -0.4 -0.340
C 4.13773 -21.86676 37.35964 -0.7 1.4 0.0 -0.363
C 3.47250 -20.61442 38.04484 0.3 -1.5 0.6 -0.503
C 2.05916 -20.72183 37.54675 -0.4 -0.5 -1.4 -0.311
H 5.21420 -21.75001 37.23440 -0.2 -0.3 -0.2 0.292
H 3.84792 -22.82028 37.80114 0.5 0.2 0.7 0.270
H 3.89332 -19.64958 37.76184 0.4 -0.3 0.0 0.289
H 3.50446 -20.78248 39.12133 0.2 0.5 0.0 0.295
H 1.59021 -19.77115 37.29301 -0.3 -0.2 0.5 0.300
H 1.42821 -21.40557 38.11464 -0.2 0.5 0.5 0.258
O -4.32859 -19.10847 27.49953 0.1 0.9 -0.7 -0.621
C -3.90325 -17.99137 27.25392 -0.3 -0.9 1.1 0.511
O -4.22011 -17.25393 26.16719 -0.7 -1.8 0.8 -0.327
C -3.45948 -16.06437 26.13234 0.9 0.1 -0.3 -0.404
C -2.32376 -16.33797 27.12092 -0.1 1.7 0.9 -0.478
C -2.97673 -17.19026 28.19451 -0.6 -1.2 -2.0 -0.352
H -4.06739 -15.20197 26.40588 -0.1 -0.1 0.0 0.294
H -3.13443 -15.98675 25.09484 0.1 0.4 0.2 0.289
H -1.99222 -15.40585 27.57845 0.4 0.0 -0.4 0.311
H -1.49768 -16.87121 26.65043 0.0 0.1 0.1 0.273
H -3.70242 -16.72716 28.86309 0.5 0.5 0.3 0.275
H -2.26395 -17.85927 28.67667 -0.4 0.1 0.3 0.235
O 1.55142 -26.82492 32.11058 0.9 -1.5 -1.3 -0.605
C 2.03691 -27.63262 31.32832 0.5 0.1 0.8 0.525
O 3.13794 -28.43204 31.62362 -0.7 1.0 0.1 -0.331
C 3.56009 -29.21594 30.48427 -0.6 -0.1 -0.5 -0.343
C 2.33432 -29.27648 29.61282 -1.1 -0.2 -0.5 -0.607
C 1.61394 -27.94036 29.89980 0.7 -1.0 0.1 -0.313
H 3.88031 -30.22329 30.75037 0.1 0.3 0.6 0.326
H 4.35285 -28.75086 29.89833 0.3 0.4 0.6 0.238
H 1.69926 -30.12712 29.86021 0.0 0.1 0.3 0.295
H 2.56872 -29.41432 28.55728 0.1 0.2 0.0 0.329
H 0.53160 -28.01527 29.79482 0.2 0.4 -0.1 0.301
H 2.10227 -27.22039 29.24307 -0.5 0.5 0.0 0.187
```
Positions in Å, forces in eV/Å.

Values from the calculation:
charge	+3
2S+1	3
HOMO energy (alpha / beta)	-15.3 / -15.3	eV
LUMO level (alpha / beta)	-10.9286 / -12.7224	eV
expectation value of S²	2.013


DFT (ωB97M-V/def2-TZVPD) results for C20H30AuBN8Se as an isolated structure at a distorted geometry.

XYZ file:
```
61
Properties=species:S:1:pos:R:3:forces:R:3:mulliken_charge:R:1
Au 0.13648 0.04177 0.50785 0.2 0.8 -0.9 0.522
C -3.59660 -0.86348 0.49365 0.0 0.1 0.0 -1.478
C -2.84942 -0.68445 -0.78030 0.1 0.0 -0.4 0.206
C -3.21010 -0.99447 -2.09251 0.0 0.0 0.0 -0.934
C -2.17176 -0.54378 -2.89884 -0.1 -0.1 0.2 0.731
C -2.03454 -0.66710 -4.37324 0.1 0.1 -0.1 -1.346
N -1.23799 0.01299 -2.09313 -0.1 0.1 -0.3 1.326
N -1.66239 -0.05962 -0.81183 -0.2 -0.4 0.7 -0.582
B 0.01979 0.87247 -2.46192 0.1 0.0 0.3 -0.304
N 0.02041 2.13429 -1.56805 0.0 -0.1 -0.2 0.836
N 0.05484 2.05422 -0.22062 0.0 -0.3 0.5 -0.497
C 0.04560 3.26505 0.32138 0.0 0.2 -0.2 0.264
C 0.08389 3.48472 1.79072 0.0 0.0 0.0 -1.240
C -0.00290 4.18477 -0.73213 0.0 -0.2 0.0 -1.040
C -0.01590 3.44067 -1.90442 0.0 0.3 0.3 1.046
C -0.06067 3.93568 -3.30505 0.0 -0.1 -0.1 -1.395
N 1.32958 0.07563 -2.16038 0.0 0.1 -0.2 1.332
N 1.80264 -0.00530 -0.89048 0.1 -0.2 0.6 -0.438
C 3.00521 -0.57812 -0.90079 -0.1 0.1 -0.3 0.149
C 3.79040 -0.76298 0.34924 0.0 0.0 0.0 -1.244
C 3.33719 -0.85142 -2.23153 -0.1 0.0 0.1 -0.978
C 2.26010 -0.42245 -2.99859 0.2 -0.2 0.2 0.707
C 2.08357 -0.52562 -4.47232 -0.1 0.1 0.0 -1.327
H -4.41997 -1.56195 0.36558 0.0 0.0 0.0 0.393
H -4.01624 0.09249 0.81170 0.0 0.0 0.0 0.314
H -2.93936 -1.21200 1.29225 0.0 0.0 0.0 0.307
H -4.12033 -1.46821 -2.42049 0.0 0.0 0.0 0.568
H -2.96509 -1.03386 -4.79798 0.0 0.0 0.0 0.406
H -1.23810 -1.36964 -4.62596 0.0 0.0 0.0 0.189
H -1.78838 0.28630 -4.84035 0.0 0.0 0.0 0.299
H -0.01923 1.18499 -3.60395 0.0 -0.1 -0.1 -0.155
H 0.10700 2.53101 2.31988 0.0 0.0 0.1 0.191
H -0.78920 4.04854 2.11685 0.0 0.0 0.0 0.336
H 0.96555 4.06237 2.06639 0.0 0.0 0.0 0.331
H -0.02009 5.25747 -0.64229 0.0 0.0 0.0 0.494
H -0.07261 5.02223 -3.30520 0.0 0.0 0.0 0.381
H -0.95411 3.58239 -3.82084 0.0 0.0 0.0 0.303
H 0.81035 3.60087 -3.86913 0.0 0.0 0.0 0.307
H 3.19261 -0.48522 1.21779 0.0 0.0 0.0 0.239
H 4.67849 -0.13117 0.32955 0.0 0.0 0.0 0.324
H 4.13096 -1.79256 0.45781 0.0 0.0 0.0 0.293
H 4.25752 -1.27969 -2.59221 0.0 0.0 0.0 0.536
H 3.01681 -0.84152 -4.93083 0.0 0.0 0.0 0.404
H 1.78214 0.42346 -4.91450 0.0 0.0 0.0 0.291
H 1.31405 -1.26079 -4.71463 0.0 0.0 0.0 0.183
C -2.54027 -4.94556 -0.40363 -0.4 0.1 -0.1 -0.790
N -1.17154 -5.28772 -0.04394 0.3 -0.1 0.0 0.124
C -0.74089 -6.52416 0.34575 0.0 0.0 0.0 -0.377
C 0.59991 -6.43703 0.56253 0.0 -0.1 0.0 -0.354
N 0.96882 -5.14420 0.32002 -0.2 -0.1 0.1 0.144
C 2.32285 -4.61383 0.41803 0.3 0.2 0.1 -0.847
C -0.12003 -4.44528 -0.05308 0.0 0.1 -0.1 0.016
Se -0.16970 -2.67226 -0.63490 -0.2 0.0 0.0 -0.114
H -3.10184 -5.86394 -0.54660 0.0 0.0 0.0 0.308
H -2.54926 -4.37185 -1.32942 0.1 0.0 0.0 0.378
H -3.01176 -4.35911 0.38318 0.1 0.0 0.0 0.304
H -1.40278 -7.36832 0.43422 0.0 0.0 0.0 0.482
H 1.29857 -7.19782 0.86534 0.0 0.0 0.0 0.475
H 3.01990 -5.44368 0.48603 0.0 0.0 0.0 0.331
H 2.42304 -3.98930 1.30484 -0.1 0.0 0.0 0.307
H 2.56080 -4.02379 -0.46464 0.0 0.0 0.0 0.363
```
Positions in Å, forces in eV/Å.

Values from the calculation:
charge	+2
2S+1	3
HOMO energy (alpha / beta)	-14.3 / -14.2	eV
LUMO level (alpha / beta)	-6.6093 / -9.3186	eV
expectation value of S²	2.014